Record 1
Here is C27H26BrF4FeN5O3S as an isolated structure from the OMol25 dataset. Energies are from ωB97M-V with the def2-TZVPD basis set.

ORCA input file:
```
! wB97M-V def2-TZVPD RIJCOSX def2/J DEFGRID3
* xyz -2 5
Br 1.715 -6.454 -3.618
Fe 0.160 -0.012 0.207
S 2.464 0.019 1.523
F -3.974 -3.063 -0.825
F -3.310 -0.559 3.955
F -5.329 -2.171 3.581
F -1.905 -1.429 -0.520
O 0.772 -2.033 -0.150
O 0.778 -3.386 1.673
O -0.854 1.234 -1.120
N -1.246 -0.278 1.827
N 1.848 0.674 -1.328
N -0.535 2.622 1.715
N 3.120 0.178 -1.130
N 4.680 -0.698 0.248
C 3.249 -4.313 0.225
C 1.513 -4.658 -1.401
C 2.346 -5.548 -2.054
C 1.078 -3.061 0.521
C -1.311 3.729 1.165
C -1.861 2.374 -2.910
C 1.707 1.208 -2.476
C -4.455 -2.024 2.558
C -2.705 -1.644 0.532
C 1.970 -4.035 -0.242
C 0.780 3.084 2.149
C -4.698 -2.700 1.384
C -2.373 -0.978 1.758
C 4.078 -5.189 -0.462
C -1.238 1.955 2.808
C 3.398 -0.163 0.083
C 0.537 2.380 -4.274
C 1.632 3.651 1.015
C -2.666 3.312 0.598
C 3.631 -5.824 -1.616
C -1.782 2.939 -4.165
C -3.373 -1.195 2.751
C -0.573 2.946 -4.873
C -0.737 1.766 -2.279
C 0.490 1.794 -3.005
C -3.781 -2.464 0.368
C -0.863 0.487 2.999
H 5.019 -1.158 -0.584
H -3.036 4.096 -0.069
H 1.305 2.231 2.577
H -0.729 4.148 0.345
H 5.080 -5.388 -0.098
H -0.510 3.375 -5.865
H 2.586 1.238 -3.123
H 0.216 0.370 3.130
H 4.261 -6.515 -2.160
H 0.520 -4.440 -1.774
H 0.666 3.845 2.945
H -1.340 0.155 3.917
H 1.488 2.379 -4.802
H 1.526 3.021 0.129
H 1.351 4.675 0.757
H -1.098 2.511 3.756
H -2.536 2.392 0.022
H -2.301 1.956 2.580
H -3.417 3.150 1.373
H -5.550 -3.353 1.257
H 3.585 -3.836 1.140
H 4.755 -1.246 1.088
H -2.794 2.375 -2.357
H 2.684 3.642 1.307
H -1.440 4.525 1.925
H -2.669 3.379 -4.610
*
```

Highest occupied orbital energy (spin up / spin down)   -0.064 / -0.066 Ha
LUMO energy (spin up / spin down)   0.147 / 0.147 Eh
Expectation value of S²   6.008
Gap between HOMO and LUMO (spin up / spin down)   5.74 / 5.79 eV

natural (NBO) atomic charge list, values in e, 8 entries: Br -0.01; Fe 1.54; S -0.50; F -0.33; F -0.35; F -0.34; F -0.32; O -0.83

Record 2
Here is a 2-piece molecular cluster, C27H26BrN2O overall in a non-equilibrium geometry from the OMol25 dataset. Energies are from ωB97M-V with the def2-TZVPD basis set.

ORCA input file:
```
! wB97M-V def2-TZVPD RIJCOSX def2/J DEFGRID3
* xyz 1 1
Br -4.436 0.415 0.881
O -0.738 3.919 -0.865
N -1.255 -1.745 -0.678
N -5.254 -2.564 0.335
C -2.016 -0.824 -0.075
C 4.111 -2.420 -1.167
C 2.467 -0.670 -1.421
C 0.804 7.215 -0.470
C 3.233 -1.477 -0.546
C -5.855 -2.367 1.634
C 0.312 1.975 0.199
C 0.549 2.400 -2.190
C 4.799 -3.358 -0.431
C 1.382 1.312 -2.281
C -3.179 -3.196 -0.784
C -6.159 -3.235 -0.564
C -0.190 5.042 -0.227
C 1.184 7.183 0.876
C 3.237 -1.441 0.881
C -3.349 -1.048 0.296
C 0.036 2.759 -0.934
C 0.871 6.072 1.666
C 1.644 0.452 -1.172
C -3.951 -2.303 -0.010
C 1.015 0.786 0.061
C 5.327 -4.507 1.740
C 0.177 4.992 1.122
C 3.868 -2.447 1.598
C 4.648 -3.427 0.962
C 0.066 6.172 -1.018
C -1.836 -2.897 -1.033
H -0.271 6.178 -2.054
H -7.084 -2.642 -0.650
H -1.538 0.138 0.119
H -6.435 -4.213 -0.142
H -5.727 -3.369 -1.559
H -6.701 -1.671 1.561
H 1.723 8.024 1.314
H 4.225 -2.374 -2.251
H 1.165 6.024 2.713
H 5.059 -4.444 2.795
H 0.328 3.027 -3.050
H 1.052 0.093 0.905
H -5.156 -2.020 2.397
H 2.763 -0.616 1.410
H 6.419 -4.454 1.661
H -3.592 -4.122 -1.174
H 5.028 -5.492 1.367
H 1.851 1.075 -3.234
H -0.037 2.298 1.177
H -1.197 -3.608 -1.552
H -6.275 -3.335 1.954
H 5.478 -4.056 -0.926
H 1.075 8.061 -1.099
H 2.603 -0.897 -2.479
H 3.794 -2.486 2.687
H -0.060 4.117 1.724
*
```

Highest occupied orbital energy   -0.374 Ha
LUMO energy   -0.198 Eh
Gap between HOMO and LUMO   4.80 eV

natural (NBO) atomic charge list, values in e, 8 entries: Br 0.07; O -0.52; N -0.48; N -0.44; C 0.02; C -0.07; C 0.16; C -0.19

Record 3
Here is C27H26ClMnN7O5S2 as an isolated structure in a non-equilibrium geometry from the OMol25 dataset. Energies are from ωB97M-V with the def2-TZVPD basis set.

ORCA input file:
```
! wB97M-V def2-TZVPD RIJCOSX def2/J DEFGRID3
* xyz 0 6
Mn 0.366 1.075 -1.019
Cl 7.354 3.825 -1.521
S -2.587 0.313 -1.768
S -0.287 0.245 2.562
O 2.397 1.085 -0.172
O 0.051 0.424 1.132
O 1.438 1.951 -2.687
O -3.239 -0.148 -2.963
O -2.246 1.728 -1.698
N -1.661 4.497 -1.127
N -0.073 3.206 -0.319
N -1.167 2.983 0.373
N -1.194 -0.394 -1.450
N 1.303 -1.197 -1.677
N -2.082 3.749 -0.148
N -3.372 3.758 0.275
C -0.394 4.140 -1.228
C -3.278 0.310 0.892
C 5.791 2.207 -0.007
C 0.688 -3.529 -1.427
C 0.369 -2.149 -1.486
C 2.545 -1.561 -1.875
C 0.424 -2.324 3.107
C -4.085 -0.020 1.969
C -4.920 -0.610 -0.610
C 4.804 3.109 -2.011
C -5.749 -0.892 0.464
C 2.041 -3.882 -1.608
C -0.997 -1.726 -1.383
C -5.321 -0.610 1.752
C -0.342 -4.463 -1.213
C 2.510 2.578 -2.669
C 1.302 -0.099 3.455
C 5.874 2.993 -1.167
C 2.965 -2.901 -1.850
C -1.642 -4.039 -1.121
C 3.462 1.665 -0.539
C -3.698 -0.005 -0.387
C 3.592 2.438 -1.751
C 4.619 1.578 0.298
C 1.138 -1.447 4.131
C -0.798 -1.534 2.677
C -1.980 -2.689 -1.212
H 2.075 -0.115 2.687
H -0.088 -5.511 -1.156
H 2.662 3.344 -3.454
H -1.168 -1.802 1.691
H -5.203 -0.835 -1.626
H 1.073 -2.483 2.244
H 3.255 -0.765 -2.060
H -2.430 -4.763 -0.972
H 0.511 -1.346 5.020
H 4.881 3.711 -2.906
H 0.284 4.561 -1.942
H 1.490 0.708 4.158
H 2.101 -1.864 4.430
H -3.756 0.186 2.975
H -1.606 -1.605 3.402
H -3.955 4.141 -0.464
H 4.520 0.985 1.196
H 4.000 -3.133 -2.043
H 2.322 -4.925 -1.577
H -3.015 -2.389 -1.176
H -5.965 -0.837 2.587
H -3.655 2.813 0.522
H 0.150 -3.297 3.520
H -6.723 -1.328 0.297
H -2.328 0.807 1.017
H 6.650 2.110 0.638
*
```

Highest occupied orbital energy (spin up / spin down)   -0.274 / -0.275 Ha
LUMO energy (spin up / spin down)   0.009 / 0.006 Eh
Expectation value of S²   8.753
Gap between HOMO and LUMO (spin up / spin down)   7.70 / 7.64 eV

natural (NBO) atomic charge list, values in e, 8 entries: Mn 1.49; Cl -0.02; S 2.33; S 1.26; O -0.76; O -1.02; O -0.69; O -0.94

Record 4
Here is C27H26ClN3O3PdSb2Se4 as an isolated structure in a non-equilibrium geometry from the OMol25 dataset. Energies are from ωB97M-V with the def2-TZVPD basis set.

ORCA input file:
```
! wB97M-V def2-TZVPD RIJCOSX def2/J DEFGRID3
* xyz 0 5
Sb 3.810 3.674 -4.297
Sb -1.109 0.510 1.310
Pd 0.916 1.017 -0.885
Se 2.098 -1.103 -4.929
Se 2.056 5.052 -5.047
Se 1.951 -0.388 -2.824
Se 2.635 1.851 -2.553
Cl -1.625 -3.893 5.347
O 0.923 -2.568 -0.633
O -0.873 -1.229 -0.549
O -1.285 -4.568 -0.477
N 1.971 0.153 0.841
N -1.043 1.579 -1.666
N 0.528 2.865 0.503
C -0.481 -4.776 3.056
C -2.942 1.937 -3.030
C 3.284 -1.634 1.678
C -1.534 -4.075 3.616
C 3.156 -0.469 0.934
C -1.834 1.232 -0.641
C -3.773 1.607 -1.978
C 4.322 0.135 0.217
C 0.558 4.358 2.824
C -1.562 1.913 -2.855
C 0.946 -1.555 2.156
C -1.172 -3.445 -1.361
C 0.891 -0.378 1.433
C -2.476 -3.639 1.434
C 1.156 4.048 0.520
C -0.125 3.152 2.778
C -3.214 1.247 -0.762
C -0.629 2.269 -3.968
C -1.395 -4.326 0.868
C 2.173 -2.185 2.285
C 1.186 4.814 1.683
C -0.274 -2.332 -0.801
C -0.126 2.430 1.597
C -0.415 -4.887 1.677
C 1.809 4.543 -0.734
C -2.517 -3.514 2.821
C -3.598 -3.088 0.600
H -2.153 -3.046 -1.608
H 0.401 -5.410 1.196
H 0.274 -5.223 3.688
H -4.848 1.621 -2.105
H 2.845 4.203 -0.792
H 4.184 1.207 0.097
H 2.255 -3.109 2.844
H -0.704 -3.840 -2.261
H -3.299 -2.164 0.101
H -0.654 2.777 3.645
H 0.051 -1.981 2.588
H -0.001 1.415 -4.230
H 1.698 5.767 1.671
H -3.344 -2.991 3.286
H 1.818 5.631 -0.758
H -3.890 -3.803 -0.170
H 1.286 4.179 -1.617
H 0.040 3.081 -3.680
H 0.585 4.943 3.735
H 4.419 -0.298 -0.781
H 4.253 -2.108 1.754
H -4.466 -2.881 1.225
H -3.345 2.216 -3.994
H 5.248 -0.057 0.759
H -1.184 2.576 -4.852
H -3.839 0.963 0.075
*
```

Highest occupied orbital energy (spin up / spin down)   -0.246 / -0.295 Ha
LUMO energy (spin up / spin down)   -0.031 / -0.099 Eh
Expectation value of S²   6.031
Gap between HOMO and LUMO (spin up / spin down)   5.85 / 5.33 eV

natural (NBO) atomic charge list, values in e, 8 entries: Sb 0.48; Sb 1.18; Pd 0.90; Se -0.06; Se -0.60; Se 0.11; Se -0.36; Cl -0.01

Record 5
Here is C27H26F4N6OPdS as an isolated structure in a non-equilibrium geometry from the OMol25 dataset. Energies are from ωB97M-V with the def2-TZVPD basis set.

ORCA input file:
```
! wB97M-V def2-TZVPD RIJCOSX def2/J DEFGRID3
* xyz 1 2
Pd 0.257 1.363 0.061
S 0.140 3.682 0.824
F 5.095 0.626 0.447
F 0.798 1.211 2.384
F 6.078 0.140 2.865
F 1.843 0.713 4.803
O -1.828 1.555 0.251
N 0.647 1.521 -2.180
N -0.582 -2.905 0.257
N -2.258 2.515 1.068
N 0.167 -0.841 0.408
N 2.302 1.274 0.130
N -4.828 -8.115 -0.652
C -0.030 4.012 -2.591
C 4.780 0.419 2.764
C 1.207 -1.700 0.666
C -1.492 3.606 1.361
C -3.349 4.569 2.562
C -0.979 -5.304 0.055
C -3.515 2.411 1.554
C -3.195 -6.143 -0.363
C -1.837 -6.367 -0.144
C 2.656 0.713 3.745
C -3.675 -4.835 -0.397
C 2.941 1.135 -1.162
C -4.095 -7.239 -0.531
C 2.098 1.783 -2.257
C -0.886 -1.591 0.166
C 0.759 -2.977 0.580
C -4.080 3.409 2.290
C 1.182 -0.954 -2.726
C 3.998 0.429 3.900
C -2.817 -3.774 -0.196
C 2.138 0.989 2.503
C 2.903 1.002 1.314
C 0.220 0.222 -2.787
C -2.055 4.643 2.101
C 4.262 0.683 1.507
C -0.118 2.543 -2.961
C -1.462 -3.998 0.041
H 0.659 -1.815 -3.143
H 1.291 -3.897 0.732
H 1.488 -1.200 -1.718
H -5.085 3.291 2.668
H -4.019 1.490 1.303
H -1.458 -7.379 -0.129
H 3.910 1.637 -1.188
H 0.209 2.443 -4.003
H -3.787 5.379 3.125
H -3.215 -2.770 -0.215
H 3.132 0.079 -1.384
H -1.437 5.505 2.311
H -0.469 4.206 -1.622
H 0.069 -5.505 0.218
H 4.418 0.210 4.871
H -4.726 -4.658 -0.578
H 0.015 0.402 -3.847
H 2.204 -1.368 0.902
H 2.234 2.856 -2.164
H 0.984 4.406 -2.611
H -1.862 -1.195 -0.055
H 2.486 1.477 -3.234
H -0.730 -0.042 -2.318
H -0.603 4.568 -3.333
H 2.066 -0.783 -3.339
H -1.164 2.239 -2.911
*
```

Highest occupied orbital energy (spin up / spin down)   -0.380 / -0.380 Ha
LUMO energy (spin up / spin down)   -0.159 / -0.176 Eh
Expectation value of S²   0.757
Gap between HOMO and LUMO (spin up / spin down)   6.03 / 5.56 eV

natural (NBO) atomic charge list, values in e, 8 entries: Pd 1.17; S -0.02; F -0.31; F -0.34; F -0.29; F -0.29; O -0.61; N -0.38

Record 6
Here is C27H26FNO4S2 as an isolated structure in a non-equilibrium geometry from the OMol25 dataset. Energies are from ωB97M-V with the def2-TZVPD basis set.

ORCA input file:
```
! wB97M-V def2-TZVPD RIJCOSX def2/J DEFGRID3
* xyz 0 1
S 1.122 1.659 5.917
S -1.093 2.857 7.736
F -0.366 2.566 4.827
O 2.032 1.174 6.934
O 1.285 0.847 4.681
O -1.160 2.543 9.211
O -0.624 4.117 7.358
N -0.786 2.815 1.610
C 0.004 -0.979 6.954
C -0.971 1.845 -0.537
C 2.815 5.321 7.097
C -2.818 2.748 7.095
C -0.517 1.434 6.750
C 2.429 3.978 7.092
C -1.111 0.299 1.428
C -0.679 4.191 -0.307
C 1.727 5.597 4.949
C -1.602 -1.278 9.202
C -0.925 1.688 0.859
C -0.500 5.335 1.903
C -2.805 3.089 5.774
C -4.934 1.760 7.025
C 2.455 6.149 6.024
C 1.346 4.259 4.953
C -0.630 0.220 7.438
C -3.867 2.694 5.004
C -0.827 3.253 -2.618
C -0.641 4.067 1.089
C -0.833 3.089 -1.119
C -0.369 -2.243 7.387
C -1.235 -2.412 8.472
C -3.838 2.111 7.777
C -1.217 -0.025 8.753
C 1.692 3.459 6.021
C -4.946 2.043 5.634
H -3.889 2.935 3.936
H -0.440 6.136 1.246
H -1.118 0.969 -1.107
H 0.769 -0.933 6.179
H -0.313 0.125 2.122
H -1.625 3.914 -2.966
H -0.013 -3.129 6.846
H -1.380 5.415 2.515
H -2.063 0.292 1.923
H 3.388 5.766 7.916
H -3.766 1.942 8.846
H -5.847 1.799 5.040
H -1.113 -0.378 0.641
H -0.952 2.294 -3.122
H -0.591 5.171 -0.677
H 0.386 5.256 2.494
H 0.679 3.812 4.222
H -1.934 3.544 5.347
H -2.220 -1.364 10.120
H -1.644 -3.374 8.737
H 2.729 7.223 6.029
H 0.112 3.689 -2.972
H -1.365 0.788 9.471
H 2.700 3.382 7.944
H 1.465 6.255 4.123
H -5.806 1.311 7.498
*
```

Highest occupied orbital energy   -0.316 Ha
LUMO energy   -0.128 Eh
Gap between HOMO and LUMO   5.11 eV

natural (NBO) atomic charge list, values in e, 8 entries: S 2.10; S 2.10; F -0.67; O -0.96; O -0.90; O -0.92; O -0.87; N -0.46

Copy entry 2 word for word.
Here is a 2-piece molecular cluster, C27H26BrN2O overall in a non-equilibrium geometry from the OMol25 dataset. Energies are from ωB97M-V with the def2-TZVPD basis set.

ORCA input file:
```
! wB97M-V def2-TZVPD RIJCOSX def2/J DEFGRID3
* xyz 1 1
Br -4.436 0.415 0.881
O -0.738 3.919 -0.865
N -1.255 -1.745 -0.678
N -5.254 -2.564 0.335
C -2.016 -0.824 -0.075
C 4.111 -2.420 -1.167
C 2.467 -0.670 -1.421
C 0.804 7.215 -0.470
C 3.233 -1.477 -0.546
C -5.855 -2.367 1.634
C 0.312 1.975 0.199
C 0.549 2.400 -2.190
C 4.799 -3.358 -0.431
C 1.382 1.312 -2.281
C -3.179 -3.196 -0.784
C -6.159 -3.235 -0.564
C -0.190 5.042 -0.227
C 1.184 7.183 0.876
C 3.237 -1.441 0.881
C -3.349 -1.048 0.296
C 0.036 2.759 -0.934
C 0.871 6.072 1.666
C 1.644 0.452 -1.172
C -3.951 -2.303 -0.010
C 1.015 0.786 0.061
C 5.327 -4.507 1.740
C 0.177 4.992 1.122
C 3.868 -2.447 1.598
C 4.648 -3.427 0.962
C 0.066 6.172 -1.018
C -1.836 -2.897 -1.033
H -0.271 6.178 -2.054
H -7.084 -2.642 -0.650
H -1.538 0.138 0.119
H -6.435 -4.213 -0.142
H -5.727 -3.369 -1.559
H -6.701 -1.671 1.561
H 1.723 8.024 1.314
H 4.225 -2.374 -2.251
H 1.165 6.024 2.713
H 5.059 -4.444 2.795
H 0.328 3.027 -3.050
H 1.052 0.093 0.905
H -5.156 -2.020 2.397
H 2.763 -0.616 1.410
H 6.419 -4.454 1.661
H -3.592 -4.122 -1.174
H 5.028 -5.492 1.367
H 1.851 1.075 -3.234
H -0.037 2.298 1.177
H -1.197 -3.608 -1.552
H -6.275 -3.335 1.954
H 5.478 -4.056 -0.926
H 1.075 8.061 -1.099
H 2.603 -0.897 -2.479
H 3.794 -2.486 2.687
H -0.060 4.117 1.724
*
```

Highest occupied orbital energy   -0.374 Ha
LUMO energy   -0.198 Eh
Gap between HOMO and LUMO   4.80 eV

natural (NBO) atomic charge list, values in e, 8 entries: Br 0.07; O -0.52; N -0.48; N -0.44; C 0.02; C -0.07; C 0.16; C -0.19